{
  "formula": "C43H117N10O21P7",
  "method": "ωB97M-V/def2-TZVPD",
  "total_energy_ev": -169413.476,
  "lumo_ev": 0.29,
  "spin_multiplicity": 1,
  "e_homo_ha": -0.29994,
  "smiles": "CN(C)P(=O)(N(C)C)N(C)C.CN(C)P(=O)(N(C)C)N(C)C.CN(C)P(=O)(N(C)C)N(C)C.CCOP(=O)(OCC)OCC.CCOP(=O)(OCC)OCC.CCOP(=O)(OCC)OCC.CCOP(=O)(OCC)OCC.C[N+](=O)[O-]",
  "elements": ["P", "P", "P", "P", "P", "P", "P", "O", "O", "O", "O", "O", "O", "O", "O", "O", "O", "O", "O", "O", "O", "O", "O", "O", "O", "O", "O", "O", "N", "N", "N", "N", "N", "N", "N", "N", "N", "N", "C", "C", "C", "C", "C", "C", "C", "C", "C", "C", "C", "C", "C", "C", "C", "C", "C", "C", "C", "C", "C", "C", "C", "C", "C", "C", "C", "C", "C", "C", "C", "C", "C", "C", "C", "C", "C", "C", "C", "C", "C", "C", "C", "H", "H", "H", "H", "H", "H", "H", "H", "H", "H", "H", "H", "H", "H", "H", "H", "H", "H", "H", "H", "H", "H", "H", "H", "H", "H", "H", "H", "H", "H", "H", "H", "H", "H", "H", "H", "H", "H", "H", "H", "H", "H", "H", "H", "H", "H", "H", "H", "H", "H", "H", "H", "H", "H", "H", "H", "H", "H", "H", "H", "H", "H", "H", "H", "H", "H", "H", "H", "H", "H", "H", "H", "H", "H", "H", "H", "H", "H", "H", "H", "H", "H", "H", "H", "H", "H", "H", "H", "H", "H", "H", "H", "H", "H", "H", "H", "H", "H", "H", "H", "H", "H", "H", "H", "H", "H", "H", "H", "H", "H", "H", "H", "H", "H", "H", "H", "H"],
  "xyz": [[0.27386, -2.23429, -8.88151], [-1.78431, -3.61168, 4.47174], [3.52510, 2.65890, 6.07000], [-2.40475, 6.19238, 4.08954], [0.43628, 6.42227, -1.74794], [0.03717, -0.45060, -0.60266], [0.68614, -6.06688, -4.20605], [-2.26058, -2.76279, 5.81055], [-0.52572, -4.49544, 5.06365], [0.69495, 4.82080, -1.61822], [-2.98016, 6.80419, 2.70440], [2.12719, -5.33641, -3.90066], [-3.23680, 6.42313, 5.28131], [-5.80106, 0.15088, -0.02989], [-1.35663, -2.78037, 3.30618], [0.06096, 6.88423, -0.23641], [0.14842, -5.26026, -5.54995], [1.05840, -7.52422, -4.78150], [-0.30803, -6.13213, -3.09819], [-2.97772, -4.74653, 4.28525], [-4.96633, -0.54238, 1.87846], [-0.95027, 6.51265, -2.63405], [1.02635, 0.68810, -0.58218], [1.50926, 7.26108, -2.23596], [-0.90286, 6.79527, 4.25138], [3.36793, 4.09056, 6.39530], [-2.09563, 4.62094, 3.67594], [0.40234, -3.63655, -9.34364], [1.66957, -1.81711, -8.02545], [2.20431, 1.66908, 6.56104], [-1.19695, -1.85986, -8.01205], [0.61229, -2.00881, -0.01805], [4.93067, 1.90207, 6.82228], [-1.41025, -0.00264, 0.25636], [3.36801, 2.22688, 4.42291], [-0.48244, -0.74855, -2.23519], [0.32984, -1.24380, -10.28328], [-5.26657, -0.63887, 0.67676], [-2.90932, 8.51654, 1.01717], [-3.81608, -6.87804, 3.86874], [-1.44531, -0.34903, -7.62642], [-0.37873, -1.79706, -11.47636], [-2.97084, 8.22233, 2.51605], [-0.23186, -4.59538, 6.42068], [0.99489, 2.41025, 7.12364], [-0.34673, -3.09272, -0.07054], [-0.45021, -5.89335, -6.58935], [1.86913, -2.07817, 0.73932], [1.11951, -9.82724, -3.67458], [1.92026, -2.58617, -6.90546], [1.85010, -8.47547, -4.10454], [-2.06079, -1.22487, 7.52307], [0.54157, 3.54684, -3.64650], [4.94148, 0.86856, 7.89285], [-2.19019, 2.72863, 5.22914], [0.98871, 6.60302, 0.82832], [2.00481, 2.20668, 3.76094], [1.60163, 7.71583, 1.70808], [4.49481, 2.20224, 3.45368], [0.40151, 0.26623, -10.25840], [-1.60629, -1.54332, 6.07610], [-2.18944, 1.04645, -0.33018], [-0.55734, 7.21869, 5.58085], [-4.65960, -1.73795, -0.02993], [-2.29297, -2.77151, -8.25270], [3.68905, -4.55363, -2.44847], [-2.72754, -5.85067, 3.49202], [2.23696, 0.22899, 6.61336], [-1.55668, -6.87710, -6.31189], [-1.17296, 0.26848, 1.64398], [0.46763, -0.60666, -3.34881], [-1.66234, -1.46576, -2.66897], [-2.51938, 5.03123, -1.29873], [0.97778, 7.28888, 5.43846], [2.85771, -1.34870, -8.62399], [-2.28722, 6.19257, -2.26377], [2.23379, -4.80421, -2.60675], [1.09870, -5.33863, 6.66257], [-2.91323, 3.60184, 4.13742], [1.49562, 4.26797, -2.69850], [6.25670, 2.31592, 6.37790], [1.27829, 6.27550, 5.17226], [-0.82258, 6.51691, 6.37157], [2.17770, -8.04474, -3.15837], [2.30663, 4.86612, -3.11392], [-0.25593, -3.83498, 0.72250], [1.01440, 0.56441, -9.40778], [3.58407, -1.02223, -7.87973], [-2.76968, 1.90712, 5.65034], [-3.75217, 8.69315, 3.11266], [-2.90233, 1.53227, 0.33604], [4.03057, 0.98926, 8.47919], [1.29827, -0.18580, 6.24606], [-1.86662, 3.36160, 6.05543], [2.05236, -3.13839, 0.91389], [1.10213, 7.99971, 4.62154], [1.79409, -5.47434, -1.86804], [0.08836, -9.79074, -3.32315], [0.99751, 2.35905, 8.21243], [-2.00619, -3.70973, -8.72768], [-0.59287, -0.58125, 2.00391], [-1.35024, -2.50898, -2.62002], [-2.75120, 7.07652, -1.82623], [-2.95529, -3.03043, -7.42663], [3.92534, -3.69033, -3.07055], [2.36967, -0.11834, 7.63798], [-4.75122, -6.34774, 3.68877], [-1.55031, 1.76766, -0.83956], [5.44212, 2.54482, 3.87001], [1.10175, -10.46961, -4.55501], [-1.98035, 8.50266, 2.87444], [4.40877, -5.32935, -2.70993], [-2.08187, 0.43134, 2.22317], [6.91532, 2.35412, 7.24557], [1.74383, -1.59477, 1.70819], [-2.94247, -0.58403, 7.51410], [3.99979, -4.42295, -1.41191], [-0.52198, -1.51846, 6.18446], [-3.03487, -2.38334, -8.95055], [-0.57015, -5.04525, -7.26347], [1.39471, 1.52502, 4.35358], [0.12315, -0.19958, -4.29945], [2.60656, -2.09045, -6.21891], [-0.02303, -1.27970, -12.36738], [-1.46149, -1.83909, -11.35818], [-4.90443, -1.88170, -1.08231], [1.41944, 7.69472, 6.34858], [-0.10309, -2.81729, -11.74330], [-2.91007, 6.12335, -3.15560], [-1.25673, 2.41920, 4.75903], [2.60865, -1.53101, 0.15467], [-2.21139, 7.81195, 0.56490], [2.07779, 1.73919, 2.77899], [-3.59735, 5.00225, -1.13981], [-2.35447, -1.45852, -1.82695], [-2.26233, 0.11942, -8.17518], [1.55224, -3.97999, -2.39637], [-3.61530, -1.67378, 0.27571], [-2.06033, -1.11522, -3.62125], [-5.05534, -2.59394, 0.51667], [2.70389, -8.72922, -4.73284], [0.86944, 8.42542, 2.09342], [1.72778, 3.26080, 3.77478], [1.18405, -5.68137, 7.69376], [-0.57249, 1.16467, 1.80013], [2.69257, -0.61421, -9.41224], [1.37568, -0.08249, -3.05084], [-2.90968, 0.56717, -0.99325], [-2.01455, 4.19906, -1.78938], [-0.23794, -3.46393, -1.08959], [0.08111, 2.67695, -3.17815], [1.03184, 3.47202, 6.87998], [1.68978, -10.37590, -2.92500], [-3.72898, -7.30357, 4.86846], [6.28817, 3.30456, 5.91997], [-2.84034, -5.56622, 2.44585], [-0.29598, 4.22650, -3.80360], [0.30307, -6.51455, -7.07388], [-1.68107, -7.59598, -7.12173], [-0.50849, 0.20332, -7.69980], [1.02563, -2.71424, -6.29609], [-2.06062, 5.13677, -0.31562], [0.87377, -1.58790, -3.59443], [-0.00940, 2.18533, 6.76460], [2.29759, 8.31350, 1.11942], [-3.88607, 3.78844, 4.59224], [-1.76470, -6.34226, 3.63123], [2.42846, -3.50139, -7.20911], [-1.56463, -7.52730, -5.43708], [-1.10238, 8.12776, 5.83501], [6.56195, 1.66268, 5.56046], [-1.34847, -0.55515, 8.00493], [-0.24366, -3.62289, 6.91284], [2.34230, 7.35823, 2.42337], [-3.85440, 8.71589, 0.51203], [3.05508, -0.17121, 6.01451], [-1.79645, -0.20802, -6.60421], [5.84802, 0.84170, 8.49747], [1.97059, -4.68658, 6.71498], [3.40638, -2.16568, -9.09262], [-2.56777, 9.53903, 0.85603], [-3.13182, 2.95496, 3.28780], [-1.36879, -2.71415, -0.08380], [1.87841, 6.19518, 0.34852], [4.54306, 1.19737, 3.03414], [-1.87506, -0.77727, 5.34875], [0.71954, 0.53658, -11.26531], [-0.63128, 0.61321, -10.22604], [-1.01817, -5.21781, 6.84775], [0.37082, 5.83645, 1.29595], [4.20313, 2.82715, 2.60958], [1.00037, 3.21598, -4.57824], [-2.14974, -2.16373, 8.06963], [1.38592, -6.01691, 5.85912], [-2.59350, -6.54206, -6.34129], [4.76702, -0.09026, 7.40465], [-3.73316, -7.68162, 3.13697], [2.06544, 3.50082, -2.17419]],
  "forces_ev_per_angstrom": [[0.265, 0.806, -1.632], [0.802, -0.012, 0.775], [-0.880, -2.771, 0.211], [0.528, -0.503, -0.649], [-2.349, -0.304, 1.308], [0.200, 0.121, -0.969], [-0.892, 0.185, -1.010], [0.204, -2.221, -2.634], [-0.868, 1.213, -2.262], [0.472, 2.174, -0.516], [0.328, -1.528, 1.036], [-2.847, -1.222, -1.424], [0.168, -0.370, -0.545], [-1.715, 1.951, -0.068], [-0.957, -1.440, 1.429], [-0.761, 0.624, -1.629], [2.182, -0.041, 5.129], [-0.488, 1.021, -0.652], [1.498, 0.457, -0.888], [1.823, 3.670, 1.728], [-1.172, 0.189, -1.404], [1.789, 0.019, 0.878], [-0.557, -1.971, 0.121], [0.740, -0.052, -1.122], [-2.339, -0.863, -0.531], [0.208, -0.336, -0.215], [-0.197, 3.107, 0.408], [-1.125, -0.042, 0.595], [-2.763, 2.381, -0.852], [-0.853, 2.487, 0.856], [1.986, 1.546, 0.311], [-0.774, 3.347, -0.075], [-0.908, 1.321, -0.536], [0.568, -1.181, -0.517], [1.498, -0.326, -0.007], [0.383, 1.912, 0.264], [0.228, -0.098, 0.306], [2.168, 0.141, 0.937], [-0.604, 1.143, 0.371], [0.455, 0.527, -1.242], [-0.071, -2.156, -0.087], [0.821, -0.228, 0.414], [1.267, 0.178, -0.446], [0.268, -1.236, 1.407], [1.273, -0.046, 0.163], [-0.119, 0.304, -1.177], [0.381, -1.545, -2.369], [-1.284, 0.310, -0.137], [0.329, 0.460, -1.413], [0.439, -1.093, 2.306], [-0.483, -1.324, 2.004], [0.139, 1.255, -0.781], [-0.296, 0.546, 0.109], [-1.726, 0.148, -1.598], [0.675, 1.296, -0.981], [0.838, -0.963, 0.009], [1.830, -0.103, 1.438], [-0.458, 0.730, -1.293], [-1.436, 0.121, 0.147], [-1.229, -2.412, -0.593], [-0.237, 1.461, 1.936], [-0.985, -0.115, -1.440], [1.364, -0.117, 0.352], [0.321, -2.542, 1.141], [-1.420, -0.015, -0.592], [1.148, 0.863, 0.802], [-0.737, -2.325, -0.545], [-0.212, 0.303, 0.151], [-2.461, -0.624, -0.568], [1.199, -0.426, 0.853], [1.361, -0.759, 1.033], [0.634, -0.980, 2.153], [0.873, 0.446, -0.804], [-1.630, 0.901, 0.389], [1.254, -0.097, -1.424], [-0.980, 1.063, 1.318], [-0.182, -0.764, 1.677], [0.751, 1.373, 0.007], [-0.781, -3.224, 1.487], [0.309, -2.530, 0.824], [-0.537, 0.059, -0.434], [0.505, 0.284, 0.144], [-0.230, -0.419, -0.356], [0.428, 0.194, -0.102], [-0.833, 0.906, -0.164], [0.202, 0.099, -0.141], [-0.095, 0.400, -0.418], [-0.371, 0.611, 0.235], [-0.092, -0.015, -0.422], [-0.078, 0.018, -0.264], [0.641, 0.116, 0.701], [0.334, 0.259, 0.493], [-0.097, -0.050, -0.178], [-0.265, 0.213, 0.113], [0.533, 0.114, -0.190], [0.640, -0.203, -0.036], [0.509, -0.764, 0.053], [0.102, 0.708, 0.045], [-0.130, -0.154, 0.135], [0.630, 0.132, 0.272], [-0.220, 0.011, 0.697], [-0.451, -0.514, -1.257], [0.369, 0.405, 0.384], [0.623, 0.103, 0.816], [0.370, 0.159, 0.287], [-0.046, -0.263, 0.160], [-0.272, -0.384, 0.399], [-0.321, 0.313, -0.109], [-0.180, -0.161, -0.055], [-0.099, -0.126, -0.056], [-0.140, 0.608, 0.380], [-0.735, -0.555, -0.666], [-0.205, -0.515, -0.185], [0.288, -0.261, -0.286], [0.252, -0.003, 0.227], [-0.551, -0.706, 0.134], [-0.395, 0.792, 0.166], [0.266, -1.008, -0.840], [0.050, 0.569, -0.474], [-1.086, -0.494, -0.491], [-0.423, 0.548, 0.012], [-0.705, 0.337, 0.348], [0.223, 0.334, -0.014], [-0.488, 0.634, 0.102], [-0.178, 0.565, -0.208], [0.121, 0.813, 0.218], [0.285, -0.330, -0.074], [0.317, -0.178, 0.809], [0.598, -0.692, -0.429], [0.028, -0.605, 0.126], [0.377, -0.434, 0.262], [-0.343, 0.115, -0.328], [0.215, 0.465, -0.150], [0.037, -0.692, -0.234], [-0.648, 0.505, -0.380], [0.284, -0.203, -0.785], [0.467, 0.878, -0.735], [0.201, -0.094, -0.632], [-0.018, -0.097, 0.194], [0.206, -0.396, -0.143], [-0.046, 0.117, 0.077], [0.049, -0.282, 0.489], [-0.958, -0.284, -0.498], [-0.658, -0.942, -0.214], [0.254, 0.308, -0.120], [0.090, 0.054, 0.311], [-0.303, 0.483, 0.199], [0.207, 0.273, -0.875], [-0.736, -0.704, 0.303], [-0.075, -1.206, 0.202], [0.319, -0.111, 0.284], [0.699, -0.005, -0.041], [0.260, 0.337, 0.042], [0.000, 0.356, -0.017], [-0.420, 0.290, 0.260], [0.091, -0.106, -0.128], [0.048, 0.062, -0.663], [0.327, 0.052, -0.254], [0.835, -0.088, -0.390], [-0.150, -0.173, -0.270], [-0.101, -0.671, -0.226], [0.140, 0.392, -0.089], [-0.131, -0.512, -0.255], [0.289, -1.131, -0.368], [-0.333, 0.194, -0.688], [-0.004, 1.300, -0.314], [0.359, 0.536, 0.192], [-0.300, -0.643, 0.379], [0.900, 0.439, 0.318], [0.355, 0.279, -0.214], [0.799, -0.374, 0.321], [0.425, -0.286, 0.102], [0.086, -0.058, 0.006], [-0.824, -0.638, 0.515], [-0.437, -1.393, -0.036], [-0.046, 0.123, -0.118], [0.261, -0.713, 0.354], [-0.107, 0.400, -0.185], [-0.102, 0.780, -0.577], [0.038, -0.410, -0.406], [0.983, 0.052, 0.422], [0.077, -0.017, -0.143], [-0.095, 0.123, 0.568], [-0.080, -0.700, 0.173], [0.506, -0.177, 0.117], [-0.122, -0.068, 0.009], [0.742, 0.378, 0.336], [-0.001, 0.574, 0.548], [-0.138, 0.125, 0.426], [0.938, -0.047, 1.114], [0.365, 0.362, -0.065], [0.005, 0.255, -0.026], [-0.236, 0.291, 0.092], [-0.562, -0.547, 0.411], [-0.010, 1.068, 0.413], [0.603, -0.452, 0.230], [-0.180, -0.197, 0.066], [0.046, -0.205, 0.066]]
}

=====

{
  "formula": "C7H11N3OS",
  "method": "ωB97M-V/def2-TZVPD",
  "total_energy_ev": -24786.393,
  "lumo_ev": 0.74,
  "spin_multiplicity": 1,
  "e_homo_ha": -0.32217,
  "relative_energy_kj_mol": 453.8,
  "smiles": "S=c1[nH]nc(C2CCNCC2)o1",
  "elements": ["S", "O", "N", "N", "N", "C", "C", "C", "C", "C", "C", "C", "H", "H", "H", "H", "H", "H", "H", "H", "H", "H", "H"],
  "xyz": [[4.84401, -0.86597, -0.38215], [2.50068, -0.61977, 0.59473], [-2.48149, -0.50801, -0.83815], [1.78007, 1.47258, -0.06654], [3.13532, 1.37010, -0.23667], [1.47642, 0.33998, 0.31638], [0.13544, -0.08647, 0.64264], [-1.06630, 0.96144, 0.58444], [-1.79512, -1.42376, 0.19562], [-1.84968, 0.70715, -0.74367], [-0.26935, -1.29205, -0.19854], [3.55851, 0.07473, 0.00937], [-2.55263, 1.60825, -0.87065], [3.71788, 1.97434, -0.59901], [-1.72292, 0.87521, 1.35159], [-2.16413, -2.54676, 0.19901], [0.09602, -0.41716, 1.56955], [0.41324, -2.07586, 0.05576], [-0.99565, 2.23174, 0.54806], [-1.04428, 0.75230, -1.48950], [-2.14499, -1.14524, 1.20985], [-3.53830, -0.28996, -0.66034], [-0.03276, -1.09682, -1.19178]],
  "forces_ev_per_angstrom": [[0.438, 1.106, -0.004], [-1.156, 3.961, -1.966], [-3.704, -2.968, 1.501], [1.474, 1.940, -1.226], [-1.428, -6.067, 2.703], [-1.725, -2.705, 2.619], [-1.843, 2.318, -3.032], [1.523, 3.784, -3.560], [-1.604, -2.571, -1.959], [1.831, 4.355, 0.222], [-1.289, 0.375, 2.924], [0.453, -1.194, -0.018], [0.938, -1.445, -0.229], [3.047, 4.181, -2.399], [-1.609, -0.715, 2.683], [0.596, 2.178, -0.884], [0.323, -1.537, 4.659], [-0.155, -0.982, 0.517], [1.102, -3.615, 0.212], [-0.339, 0.547, -0.368], [1.180, 0.202, -0.291], [2.527, -1.400, 0.007], [-0.580, 0.252, -2.108]]
}

=====

Question: Which formula does entry 2 have?
Answer: C7H11N3OS